Formula: C17H27ClN2O3S2
Source: the OMol25 dataset
Level of theory: wB97M-V/def2-TZVPD

The LUMO energy is 0.58 eV. The gap between HOMO and LUMO is 9.334 eV. Its SMILES is CCS[C@H](C)C(=O)N(C)CCOCCN(C)C(=O)c1c(C)csc1Cl. As for the total charge: 0. The total energy is -61382.4442 eV. As for the molar mass: 407.0 g/mol.

Each line ends with the Mulliken charge.
Element x y z (Å)
C1 1.198 -3.166 -3.108  -1.168
C2 0.028 -2.375 -2.512  -0.422
S1 0.451 -0.661 -2.087  -0.098
C3 -0.947 -0.170 -1.013  0.462
C4 -2.294 -0.181 -1.775  -1.629
C5 -0.677 1.179 -0.288  0.354
O1 -1.291 2.180 -0.664  -0.694
N1 0.205 1.244 0.750  0.189
C6 0.411 2.499 1.490  -1.066
C7 1.096 0.148 1.172  -0.153
C8 2.591 0.374 0.867  -0.483
O2 3.382 -0.783 1.143  -0.396
C9 3.277 -1.843 0.191  -0.252
C10 2.395 -2.982 0.739  -0.999
N2 3.154 -4.121 1.278  0.283
C11 3.698 -3.877 2.623  -1.054
C12 3.361 -5.235 0.522  0.554
O3 2.877 -5.380 -0.602  -0.625
C13 4.197 -6.272 1.073  -0.070
C14 5.608 -6.184 1.189  0.290
C15 6.478 -5.052 0.677  -1.261
C16 6.126 -7.347 1.751  -0.638
S2 4.924 -8.506 2.198  -0.177
C17 3.684 -7.462 1.599  0.533
Cl1 2.041 -7.970 1.710  -0.218
H1 0.902 -4.188 -3.345  0.366
H2 1.560 -2.703 -4.027  0.370
H3 2.038 -3.225 -2.415  0.208
H4 -0.789 -2.356 -3.234  0.434
H5 -0.349 -2.883 -1.624  0.388
H6 -1.040 -0.927 -0.235  0.368
H7 -3.122 0.122 -1.132  0.402
H8 -2.272 0.509 -2.620  0.329
H9 -2.535 -1.170 -2.164  0.458
H10 -0.322 3.268 1.238  0.362
H11 0.337 2.326 2.564  0.333
H12 1.398 2.914 1.280  0.331
H13 0.973 -0.096 2.227  0.221
H14 0.821 -0.783 0.687  -0.376
H15 2.737 0.705 -0.164  0.390
H16 2.965 1.192 1.484  0.331
H17 2.896 -1.497 -0.771  0.172
H18 4.276 -2.215 -0.040  0.343
H19 1.674 -2.601 1.461  0.651
H20 1.769 -3.323 -0.088  0.110
H21 4.215 -4.735 3.054  0.441
H22 4.400 -3.042 2.599  0.312
H23 2.893 -3.611 3.310  0.322
H24 6.534 -4.228 1.388  0.249
H25 7.494 -5.377 0.450  0.465
H26 6.088 -4.637 -0.253  0.279
H27 7.167 -7.574 1.926  0.475

Forces on atoms 1 to 6 (eV/Å):
C 0.147 0.462 0.147
C -0.368 -0.368 -0.199
S 0.301 0.259 0.049
C -0.593 -0.377 0.137
C 0.329 0.587 0.018
C -0.598 1.006 -1.048